[1]
DFT (ωB97M-V/def2-TZVPD) results for a molecular structure, C2F3NO6RuS2 at a distorted geometry.

Results
Electronic energy   -48239.5990 eV
2S+1   7
Highest occupied orbital energy (spin up / spin down)   -7.64 / -9.81 eV
Total charge   0
Kohn-Sham gap (spin up / spin down)   5.289 / 5.579 eV

XYZ file:
```
15
Properties=species:S:1:pos:R:3:lowdin_charge:R:1
N -1.116 -0.244 0.916 -0.41
S -0.121 -1.543 1.207 0.91
O 0.897 -1.022 0.291 -0.71
S -1.022 1.168 0.170 0.79
O 0.233 1.062 -0.652 -0.54
O -2.412 1.495 0.584 -0.30
C -0.648 3.048 0.276 -0.69
F 0.579 3.449 -0.026 0.12
F -1.446 3.715 -0.548 0.14
F -0.849 3.484 1.512 0.14
O 1.421 -2.787 -1.570 -0.02
C 1.095 -3.699 -0.826 -0.54
O 1.182 -4.892 -0.823 0.16
O 0.478 -2.979 0.684 -0.39
Ru 1.729 -0.256 -1.197 1.34
```

[2]
DFT (ωB97M-V/def2-TZVPD) results for a molecular structure, C2F3NO6S2Tl at a distorted geometry.

Results
Electronic energy   -50353.9485 eV
2S+1   2
Highest occupied orbital energy (spin up / spin down)   -9.91 / -9.79 eV
Total charge   0
Kohn-Sham gap (spin up / spin down)   8.026 / 4.833 eV
ΔE to the lowest compared entry with this formula, charge and spin   8.306 eV

XYZ file:
```
15
Properties=species:S:1:pos:R:3:lowdin_charge:R:1
N -1.066 -0.675 -0.723 -0.42
S -0.838 -1.667 0.590 0.99
O 0.149 -0.752 1.174 -0.71
S -0.636 0.798 -1.173 0.82
O 0.451 1.173 -0.205 -0.53
O -1.405 0.658 -2.438 -0.29
C -1.093 2.662 -1.205 -0.67
F -0.636 3.421 -0.220 0.13
F -0.638 3.220 -2.319 0.15
F -2.410 2.811 -1.161 0.14
O 2.430 -2.009 1.486 -0.07
C 1.847 -3.079 1.594 -0.55
O 2.129 -4.187 1.944 0.15
O 0.114 -2.795 1.307 -0.38
Tl 1.603 0.421 1.350 1.25
```

[3]
DFT (ωB97M-V/def2-TZVPD) results for 2 unconnected molecules or ions with the total composition C2F6IP.

Results
Electronic energy   -35766.0288 eV
2S+1   3
Highest occupied orbital energy (spin up / spin down)   -9.01 / -10.13 eV
Total charge   0
Kohn-Sham gap (spin up / spin down)   8.745 / 8.031 eV

XYZ file:
```
10
Properties=species:S:1:pos:R:3:lowdin_charge:R:1
C 1.641 2.018 -0.302 -0.40
C -1.319 -1.554 0.199 -1.02
F 0.937 2.431 0.738 0.13
F 0.925 1.247 -1.101 0.12
F 2.774 1.445 0.065 0.14
F -1.840 -2.082 1.312 0.06
F -0.486 -0.581 0.575 0.03
F -0.582 -2.508 -0.384 0.06
P -2.666 -1.004 -1.017 0.49
I -3.485 0.854 0.225 0.39
```

Copy entry 3 word for word.
DFT (ωB97M-V/def2-TZVPD) results for 2 unconnected molecules or ions with the total composition C2F6IP.

Results
Electronic energy   -35766.0288 eV
2S+1   3
Highest occupied orbital energy (spin up / spin down)   -9.01 / -10.13 eV
Total charge   0
Kohn-Sham gap (spin up / spin down)   8.745 / 8.031 eV

XYZ file:
```
10
Properties=species:S:1:pos:R:3:lowdin_charge:R:1
C 1.641 2.018 -0.302 -0.40
C -1.319 -1.554 0.199 -1.02
F 0.937 2.431 0.738 0.13
F 0.925 1.247 -1.101 0.12
F 2.774 1.445 0.065 0.14
F -1.840 -2.082 1.312 0.06
F -0.486 -0.581 0.575 0.03
F -0.582 -2.508 -0.384 0.06
P -2.666 -1.004 -1.017 0.49
I -3.485 0.854 0.225 0.39
```